Density functional theory data (wB97M-V/def2-TZVPD) for the molecule C6H6 in a non-equilibrium geometry.

Energy relative to the best compared isomer or geometry (same formula, charge and spin) = 118.3 kcal/mol
Net charge = 0
LUMO = 0.034 Eh
HOMO-LUMO gap = 10.68 eV

Each line ends with the Mulliken charge.
Atoms and positions in Å:
C -2.88825 -0.40242 -0.07562  -0.270
C -1.83755 0.36067 0.10710  -0.273
C -0.47755 0.77764 -0.03456  -0.481
C 0.39617 -0.40083 0.02397  -0.390
C 1.79971 -0.17281 0.04598  -0.424
C 3.00048 -0.02605 -0.11827  -0.117
H -3.79736 -1.03539 -0.17712  0.354
H -0.20980 1.57152 0.65174  0.329
H -0.31834 1.35735 -0.93880  0.345
H 0.05701 -1.13117 -0.66991  0.378
H 0.13287 -0.78182 1.08737  0.223
H 4.14261 -0.11669 0.09812  0.325